86
Properties=species:S:1:pos:R:3 method="wB97M-V/def2-TZVPD" relative_energy_kj_mol=147.8 multiplicity=3 s_squared=2.03
W -0.737 -0.172 -0.819
C -0.283 -0.723 -5.231
C -0.630 -0.907 -3.788
N -0.326 0.012 -2.854
N 0.310 1.148 -3.263
C 0.268 2.079 -2.343
O -0.405 1.879 -1.226
C 1.005 3.322 -2.539
C 1.784 3.517 -3.684
C 2.525 4.673 -3.829
C 2.508 5.647 -2.839
C 1.743 5.459 -1.697
C 0.997 4.306 -1.546
C -1.410 -1.973 -3.295
C -1.823 -3.075 -4.078
C -2.668 -4.009 -3.543
C -3.128 -3.832 -2.230
C -2.682 -2.748 -1.501
N -1.814 -1.839 -1.978
H 0.174 0.255 -5.344
H -1.180 -0.778 -5.848
H 0.426 -1.480 -5.561
H 1.799 2.745 -4.436
H 3.125 4.814 -4.717
H 3.097 6.545 -2.953
H 1.732 6.214 -0.924
H 0.396 4.151 -0.662
H -1.460 -3.158 -5.088
H -2.988 -4.862 -4.121
H -3.821 -4.525 -1.784
H -3.039 -2.598 -0.488
N -0.368 -0.873 7.282
C -0.896 -0.988 6.026
C -0.871 -2.216 5.349
C -1.381 -2.328 4.072
C -1.923 -1.212 3.456
C -1.943 0.011 4.100
C -1.430 0.131 5.375
S -2.619 -1.344 1.830
O -3.438 -2.515 1.727
O -3.238 -0.077 1.494
N -1.355 -1.383 0.778
C -0.589 -2.481 0.542
N -0.634 -3.592 1.219
C 0.195 -4.581 0.814
C 1.029 -4.427 -0.290
C 1.041 -3.216 -0.942
N 0.248 -2.181 -0.518
H -0.204 -1.716 7.807
H -0.606 -0.055 7.817
H -0.461 -3.080 5.850
H -1.380 -3.266 3.541
H -2.398 0.849 3.596
H -1.454 1.083 5.886
H 0.148 -5.488 1.394
H 1.665 -5.230 -0.615
H 1.665 -3.016 -1.803
S -4.835 1.455 -2.488
C -3.571 0.897 -1.760
N -2.614 0.473 -1.183
N -2.477 2.534 0.820
C -1.295 2.222 1.374
N -0.648 1.081 1.173
C 0.468 0.999 1.980
C 1.310 -0.108 2.123
C 2.403 -0.017 2.962
C 2.679 1.145 3.670
C 1.838 2.243 3.573
C 0.740 2.152 2.743
S -0.505 3.347 2.466
H -3.066 1.737 0.588
H -2.931 3.381 1.125
H 1.102 -1.022 1.584
H 3.048 -0.874 3.079
H 3.548 1.187 4.304
H 2.019 3.142 4.137
N 2.694 1.806 -0.137
C 2.369 0.726 -0.911
O 1.238 0.136 -0.672
C 3.265 0.241 -1.861
C 2.849 -0.788 -2.710
N 2.485 -1.623 -3.415
C 4.549 0.776 -1.995
N 5.614 1.207 -2.063
H 3.496 2.359 -0.392
H 1.931 2.293 0.308


78
Properties=species:S:1:pos:R:3 method="wB97M-V/def2-TZVPD" charge=+2 relative_energy_kj_mol=9.0 multiplicity=1
Ta -0.275 0.941 -0.303
N -3.403 2.244 2.696
C -2.633 1.585 1.823
S -1.906 2.551 0.557
N -2.478 0.305 1.973
N -1.680 -0.247 0.994
C -1.689 -1.538 0.949
C -2.409 -2.404 1.902
C -2.134 -2.321 3.266
C -2.779 -3.172 4.147
C -3.721 -4.081 3.678
C -4.017 -4.146 2.324
C -3.352 -3.316 1.433
C -0.917 -2.118 -0.174
C -0.841 -3.473 -0.426
C -0.226 -3.906 -1.593
C 0.282 -2.968 -2.471
C 0.230 -1.632 -2.122
N -0.334 -1.207 -0.981
H -3.580 3.228 2.600
H -3.887 1.723 3.409
H -1.424 -1.592 3.634
H -2.557 -3.118 5.205
H -4.230 -4.736 4.372
H -4.762 -4.840 1.960
H -3.596 -3.360 0.378
H -1.266 -4.174 0.276
H -0.163 -4.964 -1.813
H 0.738 -3.254 -3.408
H 0.670 -0.887 -2.766
O -0.045 1.365 -4.347
C -0.597 1.327 -3.295
O 0.064 1.539 -2.116
C -2.022 0.993 -3.030
C -3.002 1.058 -3.995
C -4.298 0.720 -3.622
C -4.535 0.317 -2.318
C -3.482 0.273 -1.417
N -2.241 0.612 -1.765
H -2.748 1.369 -4.999
H -5.107 0.773 -4.338
H -5.528 0.041 -1.989
H -3.636 -0.031 -0.389
C 1.182 5.171 -0.679
C 1.712 5.438 0.573
C 1.812 4.413 1.494
C 1.376 3.143 1.157
N 0.832 2.892 -0.056
C 0.750 3.895 -0.953
C 1.440 1.975 2.040
C 2.106 2.000 3.262
C 2.161 0.860 4.043
C 1.555 -0.309 3.599
C 0.887 -0.322 2.385
C 0.820 0.815 1.565
H 1.099 5.938 -1.437
H 2.048 6.434 0.829
H 2.220 4.600 2.476
H 0.334 3.649 -1.915
H 2.598 2.899 3.607
H 2.678 0.881 4.993
H 1.605 -1.209 4.200
H 0.438 -1.259 2.075
N 6.203 -1.408 -3.322
C 6.078 -0.892 -2.088
S 7.292 -0.584 -1.051
C 4.669 -0.541 -1.715
C 3.877 0.248 -2.536
C 2.621 0.630 -2.107
N 2.092 0.255 -0.927
C 2.873 -0.514 -0.145
C 4.140 -0.927 -0.494
H 7.124 -1.640 -3.659
H 5.410 -1.598 -3.909
H 4.243 0.614 -3.487
H 2.034 1.290 -2.724
H 2.473 -0.801 0.811
H 4.732 -1.514 0.194


81
Properties=species:S:1:pos:R:3 method="wB97M-V/def2-TZVPD" charge=-1 relative_energy_kj_mol=138.4 multiplicity=1
Ga -0.048 -0.482 0.193
C 1.999 -2.196 -2.970
C 1.840 -1.367 -1.747
O 0.666 -0.920 -1.508
C 2.990 -0.908 -1.032
C 3.015 -0.569 0.284
C 4.280 -0.440 1.096
N 1.825 -0.328 0.935
N 1.922 0.285 2.128
C 0.750 0.515 2.679
O -0.363 0.341 1.999
C 0.750 0.995 4.101
C -0.521 1.422 4.466
C -0.719 2.266 5.523
C 0.412 2.560 6.370
C 1.647 1.970 6.100
C 1.833 1.235 4.927
H 1.726 -1.590 -3.912
H 2.998 -2.540 -3.027
H 1.331 -3.050 -2.910
H 3.930 -0.969 -1.641
H 4.894 0.436 0.779
H 4.103 -0.290 2.165
H 4.854 -1.322 0.973
H -1.359 1.060 3.844
H -1.690 2.639 5.721
H 0.241 3.223 7.214
H 2.476 2.113 6.834
H 2.911 0.927 4.762
Cl -2.059 1.876 -5.733
C -3.209 2.169 -4.418
C -4.538 1.801 -4.677
C -5.449 1.944 -3.601
C -5.093 2.509 -2.384
C -3.735 2.816 -2.133
Cl -3.357 3.662 -0.706
C -2.753 2.511 -3.136
N -1.411 2.672 -2.798
C -0.747 3.914 -2.971
C -1.341 4.931 -3.756
C -0.737 6.221 -3.806
C 0.406 6.512 -3.062
C 1.053 5.461 -2.472
C 0.518 4.144 -2.319
C 1.435 3.191 -1.534
C 0.788 2.436 -0.322
O 1.338 2.573 0.786
O -0.163 1.556 -0.578
H -4.766 1.273 -5.619
H -6.510 1.783 -3.694
H -5.784 2.722 -1.619
H -0.976 2.017 -2.113
H -2.272 4.689 -4.282
H -1.162 6.984 -4.421
H 0.873 7.501 -3.100
H 2.021 5.748 -2.139
H 2.250 3.820 -1.174
H 1.892 2.472 -2.227
O -0.480 -3.458 -0.836
C -0.181 -3.428 0.339
O -0.124 -2.297 0.953
C 0.270 -4.666 1.164
C 0.766 -4.284 2.418
C 1.446 -5.181 3.234
C 1.540 -6.432 2.704
O 2.059 -7.505 3.349
C 2.149 -8.581 2.368
O 1.613 -8.007 1.130
C 1.223 -6.751 1.390
C 0.646 -5.825 0.463
H 0.443 -3.273 2.841
H 1.923 -4.937 4.224
H 1.481 -9.428 2.600
H 3.173 -8.897 2.201
H 0.248 -6.113 -0.466
C -4.332 -1.450 -0.860
C -3.027 -0.986 -0.438
N -1.935 -0.651 -0.226
H -4.241 -2.119 -1.747
H -5.050 -0.617 -1.082
H -4.815 -2.035 -0.063


86
Properties=species:S:1:pos:R:3 method="wB97M-V/def2-TZVPD" relative_energy_kj_mol=0.0 multiplicity=2 s_squared=0.75
Cu 0.148 -1.601 -0.026
C -3.082 11.641 2.514
O -3.966 10.624 2.073
C -3.447 9.387 1.876
C -2.114 9.055 2.084
C -1.692 7.750 1.851
C -2.572 6.772 1.416
C -3.909 7.124 1.213
C -4.342 8.410 1.439
C -2.154 5.386 1.164
N -2.946 4.422 0.758
C -2.141 3.313 0.658
C -0.852 3.608 1.004
N -0.868 4.944 1.329
C 0.205 2.645 1.017
C 1.532 2.905 1.381
C 2.444 1.884 1.378
C 2.015 0.603 1.024
N 0.772 0.339 0.678
C -0.134 1.334 0.644
C -1.497 1.010 0.216
N -1.739 -0.249 -0.196
C -2.967 -0.579 -0.540
C -4.037 0.322 -0.511
C -3.800 1.614 -0.121
C -2.503 1.985 0.250
H -3.679 12.543 2.605
H -2.280 11.810 1.792
H -2.649 11.395 3.487
H -1.400 9.791 2.423
H -0.646 7.520 2.022
H -4.598 6.361 0.875
H -5.376 8.691 1.285
H -0.088 5.495 1.637
H 1.836 3.908 1.658
H 3.480 2.052 1.638
H 2.707 -0.229 1.020
H -3.115 -1.605 -0.854
H -5.027 -0.007 -0.798
H -4.587 2.357 -0.087
C -2.667 -5.128 -3.317
N -1.982 -4.756 -2.099
C -1.379 -3.561 -1.870
N -1.399 -2.640 -2.865
O -0.865 -3.339 -0.766
H -3.109 -6.111 -3.179
H -1.983 -5.189 -4.167
H -3.469 -4.428 -3.560
H -1.989 -5.372 -1.306
H -1.571 -2.945 -3.808
H -0.709 -1.892 -2.759
F 0.033 -3.591 2.004
C -0.254 -2.243 1.888
F 0.582 -1.617 2.815
C -1.650 -2.099 2.493
F -1.759 -2.682 3.696
F -2.573 -2.653 1.693
F -1.967 -0.803 2.649
S 6.002 -5.170 -0.349
C 4.474 -4.250 -0.243
C 4.042 -3.747 0.974
C 2.844 -3.050 1.017
N 2.093 -2.831 -0.062
C 2.519 -3.315 -1.230
C 3.699 -4.022 -1.370
C 5.306 -6.811 -0.492
C 4.890 -7.502 0.637
C 4.342 -8.765 0.472
N 4.199 -9.360 -0.713
C 4.616 -8.689 -1.785
C 5.175 -7.420 -1.730
H 4.621 -3.901 1.875
H 2.468 -2.662 1.956
H 1.882 -3.127 -2.086
H 4.008 -4.384 -2.342
H 4.988 -7.062 1.621
H 4.001 -9.328 1.334
H 4.498 -9.191 -2.740
H 5.505 -6.919 -2.631
Cl 1.262 -1.525 -4.876
C 1.709 -0.114 -3.856
C 1.671 -0.405 -2.356
O 2.634 -0.030 -1.697
O 0.603 -0.960 -1.918
H 1.010 0.685 -4.090
H 2.714 0.177 -4.136


80
Properties=species:S:1:pos:R:3 method="wB97M-V/def2-TZVPD" relative_energy_kj_mol=10.5 multiplicity=5 s_squared=6.09
Pd -0.012 -0.752 0.549
O -3.268 4.384 -2.390
C -2.661 3.503 -1.867
S -1.649 2.336 -2.762
C -1.158 1.406 -1.377
C -1.664 1.799 -0.134
S -1.283 1.022 1.317
S -2.713 3.183 -0.109
S -0.073 0.131 -1.586
C 5.135 -6.492 -3.442
C 4.467 -5.706 -2.361
C 5.102 -4.603 -1.749
C 4.488 -3.844 -0.808
C 3.077 -4.085 -0.389
C 2.518 -5.333 -0.970
C 3.174 -6.059 -1.904
S 2.117 -2.647 -1.132
O 2.856 -1.448 -0.846
O 1.820 -2.983 -2.500
N 0.744 -2.527 -0.258
C -0.467 -3.069 -0.664
C -0.722 -4.168 -1.486
C -2.039 -4.528 -1.682
C -3.075 -3.806 -1.084
C -2.739 -2.707 -0.323
N -1.471 -2.359 -0.131
H 6.203 -6.285 -3.481
H 4.713 -6.246 -4.419
H 4.997 -7.565 -3.294
H 6.120 -4.366 -2.028
H 4.999 -3.013 -0.349
H 1.560 -5.670 -0.596
H 2.707 -6.953 -2.301
H 0.083 -4.684 -1.985
H -2.266 -5.376 -2.314
H -4.110 -4.079 -1.224
H -3.485 -2.077 0.142
O 0.256 -1.446 2.501
C 1.264 -0.693 2.754
O 1.690 0.077 1.867
C 1.871 -0.702 4.132
C 3.244 -0.030 4.159
Ge 4.771 -1.218 3.826
C 6.136 -0.299 2.781
C 7.121 0.468 3.402
C 8.062 1.159 2.651
C 8.026 1.094 1.266
C 7.047 0.342 0.634
C 6.110 -0.349 1.389
C 5.545 -1.708 5.554
C 6.871 -2.129 5.651
C 7.414 -2.502 6.872
C 6.635 -2.459 8.019
C 5.315 -2.045 7.940
C 4.778 -1.673 6.716
C 4.222 -2.865 2.925
C 4.705 -4.100 3.430
C 4.351 -5.311 2.793
C 3.514 -5.328 1.727
C 2.900 -4.081 1.166
C 3.400 -2.841 1.843
H 1.862 -1.729 4.500
H 1.164 -0.145 4.756
H 3.423 0.442 5.126
H 3.264 0.761 3.412
H 7.162 0.523 4.483
H 8.822 1.748 3.147
H 8.759 1.633 0.680
H 7.011 0.296 -0.446
H 5.343 -0.924 0.885
H 7.491 -2.162 4.763
H 8.445 -2.824 6.929
H 7.057 -2.748 8.972
H 4.703 -2.010 8.832
H 3.745 -1.352 6.673
H 5.345 -4.121 4.300
H 4.753 -6.244 3.168
H 3.256 -6.266 1.257
H 1.807 -4.129 1.322
H 3.064 -1.898 1.435


85
Properties=species:S:1:pos:R:3 method="wB97M-V/def2-TZVPD" charge=-1 relative_energy_kj_mol=88.5 multiplicity=3 s_squared=2.01
Ti 0.182 0.489 -0.740
N -3.188 1.978 -0.933
C -2.814 1.148 -1.934
N -3.782 0.540 -2.630
C -3.314 -0.191 -3.656
N -4.262 -0.947 -4.321
N -2.075 -0.279 -4.091
C -1.166 0.351 -3.306
N -1.502 1.020 -2.156
C 0.213 0.445 -3.611
C 0.803 0.089 -4.844
C 2.091 0.455 -5.099
C 2.817 1.204 -4.136
C 2.212 1.467 -2.931
N 0.968 1.075 -2.625
H -4.095 1.795 -0.538
H -2.454 2.218 -0.279
H -5.208 -0.637 -4.177
H -4.011 -1.199 -5.262
H 0.201 -0.443 -5.569
H 2.553 0.191 -6.044
H 3.827 1.545 -4.321
H 2.727 2.004 -2.144
C 7.355 2.827 0.496
C 6.149 1.919 0.522
C 5.729 1.241 -0.615
C 4.586 0.447 -0.608
C 3.850 0.333 0.559
C 4.278 0.969 1.720
C 5.411 1.758 1.694
S 2.403 -0.689 0.571
O 2.025 -0.785 -0.856
O 2.830 -1.872 1.259
N 1.109 -0.015 1.150
C 0.815 -0.060 2.540
C 1.190 0.939 3.383
C 0.794 0.958 4.748
C 0.008 -0.030 5.243
C -0.399 -1.096 4.395
C -1.241 -2.137 4.851
C -1.588 -3.140 4.010
C -1.059 -3.121 2.690
N -0.300 -2.177 2.224
C 0.022 -1.138 3.052
H 7.854 2.789 -0.475
H 8.082 2.548 1.264
H 7.068 3.866 0.683
H 6.297 1.342 -1.535
H 4.257 -0.057 -1.508
H 3.733 0.846 2.643
H 5.727 2.269 2.600
H 1.763 1.763 2.982
H 1.102 1.784 5.378
H -0.325 -0.019 6.274
H -1.602 -2.111 5.874
H -2.249 -3.938 4.320
H -1.284 -3.940 2.011
I -0.412 6.441 5.625
C -0.089 5.303 3.911
C 1.071 5.505 3.178
C 1.300 4.705 2.061
C 0.381 3.745 1.688
C -0.779 3.558 2.417
C -1.019 4.342 3.548
C 0.724 2.828 0.524
O 1.889 2.686 0.175
O -0.270 2.233 -0.027
H 1.783 6.265 3.469
H 2.207 4.816 1.476
H -1.474 2.766 2.142
H -1.913 4.185 4.136
C -2.311 -3.428 -1.760
N -2.473 -2.412 -0.721
C -3.564 -2.348 0.113
C -3.714 -1.363 1.007
C -2.714 -0.295 1.090
O -2.840 0.656 1.868
N -1.645 -0.410 0.245
C -1.519 -1.437 -0.614
O -0.511 -1.460 -1.374
H -3.210 -4.041 -1.776
H -1.440 -4.048 -1.559
H -2.178 -2.948 -2.727
H -4.283 -3.148 -0.006
H -4.568 -1.327 1.668